(1)
C23H32N4O2 | ωB97M-V/def2-TZVPD

## Properties
Energy: -34426.4635 eV
HOMO energy: -8.02 eV
SMILES: Cc1cccc(CN2CCN(C(=O)CCc3nnc(C4CCCCC4)o3)CC2)c1
E_LUMO: 0.8 eV
Frontier orbital gap: 8.771 eV
Total charge: 0
ΔE to the lowest compared entry with this formula, charge and spin: 191.7 kJ/mol

Last column: Mulliken charge in e.
Geometry (Å):
C1 -3.85488 0.21858 -1.82339  -1.637
C2 -3.03196 -0.88948 -1.25005  0.892
C3 -2.06320 -1.52063 -2.02025  -0.557
C4 -1.28215 -2.52484 -1.47996  -0.630
C5 -1.44036 -2.89555 -0.15545  -0.587
C6 -2.38401 -2.25905 0.64162  1.254
C7 -2.50666 -2.60061 2.10932  -1.866
N1 -1.70362 -1.81936 3.03755  0.352
C8 -2.10047 -0.45628 3.29258  -1.535
C9 -1.53152 0.58316 2.30595  0.224
N2 -0.09658 0.43658 2.21385  0.228
C10 0.83796 1.40505 2.27384  0.713
O1 2.02635 1.15887 2.15028  -0.703
C11 0.37059 2.84352 2.49433  -1.010
C12 -0.38941 3.42048 1.27767  -0.799
C13 -0.24767 2.54858 0.08656  0.335
N3 -1.19894 1.97652 -0.57517  -0.391
N4 -0.61494 1.24147 -1.54986  -0.131
C14 0.66140 1.40019 -1.42937  -0.054
C15 1.73507 0.73288 -2.20032  0.598
C16 2.28417 -0.42866 -1.35727  -0.034
C17 3.41550 -1.13238 -2.09817  -1.003
C18 4.53053 -0.14743 -2.43419  -0.708
C19 3.98535 1.00143 -3.27669  -0.783
C20 2.85907 1.71544 -2.53722  -0.873
O2 0.96320 2.23481 -0.41182  -0.219
C21 0.31452 -0.91676 1.88479  0.464
C22 -0.26743 -1.90864 2.89865  -1.431
C23 -3.18522 -1.27665 0.07388  -0.263
H1 -4.09077 0.02843 -2.86771  0.449
H2 -3.27654 1.14003 -1.76679  0.268
H3 -4.77908 0.35304 -1.26609  0.386
H4 -1.92397 -1.21961 -3.04717  0.398
H5 -0.54167 -3.02205 -2.09081  0.393
H6 -0.82433 -3.67984 0.26292  0.353
H7 -2.21936 -3.64643 2.26104  0.450
H8 -3.54773 -2.48847 2.42624  0.462
H9 -3.18968 -0.39169 3.29205  0.427
H10 -1.74125 -0.20368 4.29888  0.376
H11 -1.79502 1.57731 2.65956  0.559
H12 -1.96709 0.43989 1.31033  -0.289
H13 -0.24103 2.91044 3.39433  0.343
H14 1.28312 3.41651 2.66287  0.433
H15 0.00550 4.41010 1.03759  0.398
H16 -1.45727 3.51796 1.47205  0.333
H17 1.28632 0.33578 -3.11554  0.484
H18 2.65120 -0.03441 -0.40665  0.272
H19 1.47597 -1.13284 -1.14696  -0.297
H20 3.80647 -1.94187 -1.47907  0.376
H21 3.02737 -1.57117 -3.02054  0.381
H22 4.95082 0.25046 -1.50824  0.347
H23 5.32976 -0.65890 -2.97430  0.374
H24 4.78335 1.71176 -3.50128  0.407
H25 3.60742 0.61079 -4.22457  0.336
H26 3.24426 2.14139 -1.60841  0.273
H27 2.46521 2.53061 -3.14917  0.382
H28 1.40490 -0.94721 1.90432  0.628
H29 -0.03859 -1.15453 0.87544  -0.611
H30 0.00451 -2.92532 2.61321  0.379
H31 0.16898 -1.69746 3.88251  0.401
H32 -3.94650 -0.80024 0.67826  0.284

---

(2)
C23H31CaCl2N5O2S | ωB97M-V/def2-TZVPD

## Properties
Energy: -90221.9786 eV
HOMO energy: -7.27 eV
E_LUMO: 0.3 eV
Frontier orbital gap: 7.575 eV
Total charge: 0
ΔE to the lowest compared entry with this formula, charge and spin: 148.9 kJ/mol

Last column: Mulliken charge in e.
Geometry (Å):
Ca1 -0.50638 0.08167 0.00907  1.764
C1 -3.37446 0.27586 -0.90758  -1.225
N1 -2.74148 0.94854 0.24025  0.721
C2 -3.47029 0.59145 1.47078  -0.966
C3 -2.63831 0.55067 2.75828  -0.518
C4 -1.63022 -0.60940 2.83743  -1.035
N2 -0.38537 -0.29127 2.16777  0.122
C5 0.67833 -0.19764 2.87853  -0.432
C6 2.00375 0.10915 2.41083  0.995
C7 3.01454 0.32758 3.36492  -0.760
C8 4.30727 0.60324 2.99932  -0.742
C9 4.63409 0.64216 1.63530  -0.515
C10 3.68222 0.41047 0.67603  -0.742
C11 2.32796 0.14431 1.01611  -0.261
O1 1.45908 -0.09005 0.10152  -0.355
C12 -2.78016 2.39462 -0.03541  -1.465
C13 -1.96083 3.31840 0.86927  -0.933
C14 -0.43836 3.03738 0.84147  -0.756
N3 -0.10297 2.20002 -0.28168  0.332
C15 0.76189 2.55879 -1.14499  -0.560
C16 1.16901 1.77120 -2.28824  1.003
C17 2.23988 2.27081 -3.04529  -0.649
C18 2.75273 1.60018 -4.12968  -0.878
C19 2.17986 0.37803 -4.48769  -0.496
C20 1.12302 -0.13602 -3.77459  -0.881
C21 0.56791 0.52390 -2.65187  0.836
O2 -0.44754 0.00746 -2.02218  -0.558
H1 -4.42113 0.59114 -1.02957  0.383
H2 -3.35290 -0.79972 -0.76109  0.223
H3 -2.82420 0.50239 -1.81961  0.280
H4 -3.89032 -0.40811 1.33701  0.543
H5 -4.31755 1.27904 1.61626  0.304
H6 -3.34411 0.43218 3.58430  0.508
H7 -2.09733 1.48504 2.91248  0.054
H8 -2.06681 -1.49199 2.36211  0.044
H9 -1.44938 -0.84260 3.89575  0.574
H10 0.60247 -0.37282 3.96214  0.165
H11 2.75437 0.27851 4.41764  0.381
H12 5.07003 0.77459 3.74691  0.388
H13 5.65515 0.85076 1.33829  0.416
H14 3.92944 0.41981 -0.37901  0.505
H15 -3.82499 2.74412 -0.01606  0.587
H16 -2.40687 2.52825 -1.05058  0.518
H17 -2.33024 3.29537 1.89473  0.331
H18 -2.14126 4.32806 0.49373  0.436
H19 -0.14865 2.49317 1.74749  0.081
H20 0.11786 3.98325 0.82740  0.580
H21 1.26476 3.53036 -1.03965  0.161
H22 2.68128 3.21433 -2.74142  0.335
H23 3.58547 2.00257 -4.69005  0.387
H24 2.57379 -0.17078 -5.33467  0.407
H25 0.68734 -1.08433 -4.06583  0.230
N4 -1.64805 -4.96492 -1.50485  -0.421
C22 -1.58253 -3.61318 -1.39756  0.554
N5 -1.08992 -2.95596 -2.44136  -0.261
S1 -2.13805 -2.89133 0.01483  -0.434
H26 -1.50493 -5.41252 -2.39493  0.197
H27 -2.20209 -5.44710 -0.82029  0.230
H28 -0.63173 -3.47077 -3.17617  0.225
H29 -0.95086 -1.93449 -2.42798  0.053
Cl1 1.60048 -2.82768 -0.13008  0.036
C23 1.69651 -4.56268 0.24112  -0.402
Cl2 3.15492 -4.95340 1.16573  -0.182
H30 1.73038 -5.12129 -0.68629  0.307
H31 0.83449 -4.82873 0.84147  0.233

---

(3)
C2H2FO2S | ωB97M-V/def2-TZVPD

## Properties
Energy: -19753.6561 eV
HOMO energy (spin up / spin down): -4.54 / -4.54 eV
E_LUMO (spin up / spin down): 3.4 / 3.4 eV
Frontier orbital gap (spin up / spin down): 7.978 / 7.979 eV
Total charge: -1
ΔE to the lowest compared entry with this formula, charge and spin: 160.3 kJ/mol

Last column: Mulliken charge in e.
Geometry (Å):
C1 0.48944 -0.83532 0.16363  0.702
C2 -0.15689 0.22715 -0.81390  -0.126
O1 0.53489 -0.62835 1.39820  -0.715
O2 1.01355 -1.76632 -0.47260  -0.667
F1 0.81039 1.04160 -1.28355  -0.208
S1 -1.38620 1.47911 1.05303  -0.472
H1 -0.69499 -0.06662 -1.62661  0.243
H2 -0.61018 0.54875 1.58180  0.243

---

(4)
C5H7NS | ωB97M-V/def2-TZVPD

## Properties
Energy: -17620.4834 eV
HOMO energy: -7.72 eV
SMILES: Cc1cc(S)c[nH]1
E_LUMO: 0.8 eV
Frontier orbital gap: 8.470 eV
Total charge: 0
ΔE to the lowest compared entry with this formula, charge and spin: 305.1 kJ/mol

Last column: Mulliken charge in e.
Geometry (Å):
C1 2.88147 -0.77134 0.00134  -0.878
C2 1.56142 -0.22966 -0.11248  0.132
C3 0.28168 -0.87321 0.03979  -0.468
C4 -0.72974 0.18270 0.16709  -0.092
S1 -2.44754 -0.46150 -0.00507  -0.298
C5 -0.15862 1.46537 0.08130  -0.326
N1 1.13735 1.16271 -0.00484  -0.130
H1 3.44346 -0.99552 1.10619  0.211
H2 3.63928 0.06681 -0.63949  0.223
H3 2.78135 -1.82300 -0.45676  0.275
H4 0.21261 -1.89009 -0.13075  0.440
H5 -3.19069 0.67292 -0.64388  0.127
H6 -0.38594 2.44452 0.15415  0.490
H7 1.68184 2.12615 -0.33663  0.293

---

(5)
C23H12Cl2N4O5 | ωB97M-V/def2-TZVPD

## Properties
Energy: -65286.1827 eV
HOMO energy: -8.24 eV
SMILES: O=C1O[C@]2(c3ccc(O)cc3Oc3c2ccc(O)c3Nc2nc(Cl)nc(Cl)n2)c2ccccc21
E_LUMO: -0.6 eV
Frontier orbital gap: 7.625 eV
Total charge: 0
ΔE to the lowest compared entry with this formula, charge and spin: 0.0 kJ/mol

Last column: Mulliken charge in e.
Geometry (Å):
O1 2.49562 4.62817 1.02043  -0.602
C1 2.06264 3.54930 0.78900  0.058
O2 1.14211 2.79000 1.50405  -0.541
C2 1.17372 1.49676 0.82055  2.972
C3 1.65336 0.18845 1.53067  -0.220
C4 2.85616 0.28003 2.20659  -0.921
C5 3.49989 -1.00483 2.48977  -0.694
C6 2.97590 -2.23677 2.27645  -0.147
O3 3.63685 -3.42234 2.68415  -0.534
C7 1.75430 -2.29519 1.59036  -0.244
C8 1.10353 -1.12075 1.20942  0.082
O4 -0.09868 -1.26201 0.60438  -0.536
C9 -0.82288 -0.05760 0.33186  0.865
C10 -0.27362 1.25902 0.44869  -0.389
C11 -1.10343 2.38657 0.33884  -1.069
C12 -2.43380 2.23262 0.04696  -1.244
C13 -2.99007 0.94298 -0.26897  0.529
O5 -4.20148 0.73933 -0.68836  -0.648
C14 -2.23479 -0.21534 -0.05014  0.294
N1 -2.68345 -1.58627 -0.17847  -0.202
C15 -3.79034 -2.27162 -0.74358  0.894
N2 -4.57634 -1.73697 -1.58737  -0.499
C16 -5.62088 -2.41633 -2.06369  0.375
Cl1 -6.76459 -1.67152 -3.08959  -0.105
N3 -5.76645 -3.71486 -1.72543  -0.452
C17 -4.89891 -4.19150 -0.85097  0.420
Cl2 -4.93099 -5.83797 -0.54558  -0.115
N4 -3.96292 -3.42802 -0.21177  -0.567
C18 2.02637 1.78395 -0.42933  0.497
C19 2.19752 0.88062 -1.44311  -0.278
C20 3.11445 1.20950 -2.47171  -0.699
C21 3.76898 2.46823 -2.51356  -0.606
C22 3.37245 3.40782 -1.46383  -0.462
C23 2.53410 3.05914 -0.41320  -0.001
H1 3.32146 1.20752 2.43602  0.594
H2 4.41527 -0.96976 3.01607  0.459
H3 3.32810 -3.57906 3.59456  0.353
H4 1.36013 -3.23984 1.18095  0.395
H5 -0.67765 3.34059 0.46938  0.613
H6 -2.96180 3.26184 0.02708  0.237
H7 -4.31574 -0.24328 -0.83632  0.239
H8 -2.03351 -2.18926 0.30688  0.249
H9 1.69863 -0.07777 -1.30629  0.443
H10 3.34211 0.44990 -3.25698  0.341
H11 4.45926 2.84015 -3.28963  0.377
H12 3.84944 4.36639 -1.49524  0.488

---

(6)
C5H8N2 | ωB97M-V/def2-TZVPD

## Properties
Energy: -8293.7737 eV
HOMO energy: -9.68 eV
SMILES: CC1=NC=N[C@@H]1C
E_LUMO: 0.6 eV
Frontier orbital gap: 10.307 eV
Total charge: 0
ΔE to the lowest compared entry with this formula, charge and spin: 118.0 kJ/mol

Last column: Mulliken charge in e.
Geometry (Å):
C1 -0.05616 1.56995 1.54910  -1.098
C2 -0.07002 0.25798 0.80150  0.607
N1 0.26357 -0.83997 1.39540  -0.582
C3 -0.09869 -1.85601 0.48654  -0.229
N2 -0.75629 -1.50886 -0.55266  -0.524
C4 -0.56302 -0.06842 -0.60437  0.291
C5 0.48120 -0.19814 -1.79293  -1.126
H1 -0.18573 1.37296 2.62040  0.340
H2 0.89772 2.09464 1.43110  0.258
H3 -0.85350 2.25185 1.23287  0.320
H4 0.19979 -2.88296 0.65697  0.398
H5 -1.39500 0.56015 -0.95274  0.381
H6 0.88968 0.77297 -2.02712  0.356
H7 1.29449 -0.91099 -1.58132  0.287
H8 -0.04805 -0.61516 -2.66275  0.323